{
  "formula": "C12H44O10",
  "method": "wB97M-V/def2-TZVPD",
  "gap_ev": 10.359,
  "relative_energy_ev": 4.910,
  "multiplicity": 1,
  "smiles": "CCO.CCO.CCO.CO.CO.CO.CO.CO.CO.O",
  "e_tot_ev": -33628.64527,
  "species": ["C", "O", "H", "H", "H", "H", "C", "O", "H", "H", "H", "H", "C", "O", "H", "H", "H", "H", "C", "O", "H", "H", "H", "H", "C", "O", "H", "H", "H", "H", "C", "O", "H", "H", "H", "H", "C", "C", "O", "H", "H", "H", "H", "H", "H", "C", "C", "O", "H", "H", "H", "H", "H", "H", "C", "C", "O", "H", "H", "H", "H", "H", "H", "O", "H", "H"],
  "coordinates": [[-1.3553, -4.0742, 0.0793], [-0.2033, -3.5139, -0.5287], [-1.7620, -4.8592, -0.5871], [-1.0923, -4.4877, 1.0842], [-1.9952, -3.2603, 0.3100], [0.4657, -4.2440, -0.5177], [2.9046, -5.6727, -1.8429], [1.8240, -4.7811, -1.5207], [2.6881, -6.3896, -2.6563], [3.7667, -5.0045, -2.1388], [3.2016, -6.1636, -0.9110], [2.0003, -3.8999, -1.7876], [-3.2422, 0.3202, -3.2347], [-2.6870, 1.2830, -2.2850], [-4.0506, 0.7631, -3.7962], [-2.5144, 0.0440, -3.9675], [-3.6024, -0.6016, -2.7799], [-1.8287, 0.9371, -2.0755], [-0.0684, -1.8436, -3.3949], [-1.2723, -2.5433, -3.1402], [-0.1668, -1.3190, -4.3666], [0.0313, -0.9597, -2.6717], [0.8069, -2.5050, -3.4409], [-1.2352, -3.1467, -2.3657], [-3.5646, 3.2964, 3.0297], [-2.7348, 2.2718, 2.4813], [-4.5157, 2.8513, 3.3600], [-3.0837, 3.6961, 3.9295], [-3.7051, 4.1425, 2.3359], [-2.0215, 2.7430, 1.9941], [-0.2493, -0.3000, 1.0240], [0.8409, -0.7827, 0.3485], [-0.3137, -0.6806, 2.0837], [-0.2615, 0.7732, 1.0832], [-1.2304, -0.6278, 0.5615], [0.6139, -1.6936, 0.1235], [-2.6435, 4.2405, -0.7553], [-1.1925, 4.3158, -0.2165], [-1.0369, 3.4237, 0.8636], [-3.2163, 3.7690, 0.1007], [-2.7543, 3.5729, -1.6341], [-3.0753, 5.2225, -0.9048], [-1.0335, 5.3819, 0.1693], [-0.5252, 4.1249, -1.0738], [-0.1281, 3.3060, 1.1200], [4.7335, -0.6603, 2.8954], [3.6492, -1.5309, 2.2642], [3.6800, -1.5131, 0.8640], [5.7750, -0.8870, 2.6208], [4.5993, -0.8116, 3.9073], [4.5807, 0.4027, 2.7657], [2.6756, -1.2324, 2.6477], [3.8031, -2.5608, 2.5592], [3.0227, -1.0008, 0.4558], [1.7611, 2.5294, -0.7227], [2.6481, 2.6129, 0.5578], [1.6775, 2.3759, 1.6399], [1.0913, 3.3735, -0.7450], [1.2235, 1.6606, -0.5344], [2.3317, 2.3427, -1.6598], [3.2635, 3.5718, 0.7135], [3.3991, 1.8006, 0.5532], [2.1653, 2.4035, 2.4734], [-3.6643, -0.3502, 1.9649], [-3.1368, 0.4377, 2.1494], [-4.0613, -0.0886, 1.1420]]
}